Model P:
# C6H13N

A cluster of 2 separate species, C6H13N in total (the ωB97M-V functional and the def2-TZVPD basis, OMol25).

The HOMO energy is -7.1 eV.

Last column: Mulliken charge in e.
Cartesian coordinates (Å):
N 0.42 0.12 -0.46  0.25
C -0.11 -0.03 0.70  -0.37
C 2.85 0.73 -0.68  -1.27
C -1.47 0.51 1.01  -0.17
C 0.41 0.52 -1.75  -0.56
C 1.67 -0.06 -1.18  0.02
C -2.37 -0.53 1.68  -1.12
H 0.44 -0.62 1.43  0.39
H -1.93 0.85 0.07  0.23
H 2.55 1.72 -0.34  0.33
H -1.27 -2.11 -1.19  0.02
H 3.36 0.22 0.15  0.30
H -2.50 -1.41 1.03  0.29
H 3.58 0.85 -1.49  0.36
H -1.93 -0.88 2.63  0.30
H -1.39 1.39 1.66  0.25
H 0.23 1.55 -2.03  0.19
H -3.36 -0.12 1.91  0.33
H 1.89 -1.10 -1.45  0.28
H -1.07 -1.60 -1.71  -0.07

---

Model Q:
# C6H13N

A cluster of 3 separate species, C6H13N in total (the ωB97M-V functional and the def2-TZVPD basis, OMol25).

The HOMO energy is -6.3 eV.

Last column: Mulliken charge in e.
Cartesian coordinates (Å):
N 1.12 1.90 -2.02  -0.80
C 1.03 0.09 -0.15  -0.73
C -1.19 -1.27 2.54  -0.69
C 0.06 -0.24 -1.33  -0.56
C -1.28 -2.05 1.44  0.32
C 0.51 1.18 -0.99  0.22
C -0.42 -2.37 0.35  -0.96
H -0.25 1.77 -0.46  0.33
H -0.82 -2.72 -0.59  0.39
H -1.92 -1.39 3.32  0.24
H 0.37 -0.39 -2.35  0.37
H 0.51 4.66 -1.36  0.07
H 0.75 0.27 0.88  0.14
H -1.00 -0.39 -1.18  0.29
H -0.42 -0.52 2.67  0.25
H 0.52 4.55 -0.64  -0.07
H 0.64 -2.29 0.48  0.40
H -2.26 -2.51 1.33  0.24
H 2.06 2.12 -1.68  0.22
H 1.99 -0.39 -0.27  0.31

---

Which of them is the least stable? Correct choice: model Q.

---

Model P:
# C6H13N

The molecule C6H13N (the ωB97M-V functional and the def2-TZVPD basis, OMol25).

The SMILES is [H]/N=C/C(C)(C)CC. The HOMO energy is -9.7 eV.

Last column: Mulliken charge in e.
Cartesian coordinates (Å):
N 1.81 1.05 0.76  -0.56
C -1.21 1.43 -0.51  -1.82
C 0.60 0.92 1.06  -0.46
C 1.22 -1.64 -0.68  -1.23
C -0.37 0.30 0.11  1.82
C 0.44 -0.40 -1.09  -0.84
C -1.29 -0.66 0.86  -1.89
H -1.94 -0.11 1.55  0.47
H 2.39 1.54 1.44  0.23
H 0.56 -2.43 -0.33  0.29
H 1.93 -1.40 0.11  0.31
H -1.73 1.99 0.26  0.42
H 0.16 1.23 2.02  0.42
H 1.12 0.32 -1.53  0.38
H -0.72 -1.38 1.44  0.45
H -1.94 1.01 -1.20  0.39
H -1.93 -1.20 0.16  0.37
H -0.31 -0.66 -1.84  0.46
H -0.56 2.11 -1.07  0.41
H 1.78 -2.02 -1.53  0.38

---

Model Q:
# C6H13N

The molecule C6H13N (the ωB97M-V functional and the def2-TZVPD basis, OMol25).

The SMILES is CC/C=C/NCC. The HOMO energy is -7.5 eV.

Last column: Mulliken charge in e.
Cartesian coordinates (Å):
N -0.40 -0.31 1.14  -0.20
C 0.12 -1.13 2.19  -0.25
C 0.36 1.05 -3.34  -1.14
C -0.11 1.00 -0.85  -0.31
C -0.97 -1.89 2.91  -1.17
C 0.37 0.34 0.19  -0.32
C 0.74 1.58 -1.96  -0.36
H -0.70 -2.14 3.93  0.34
H -1.33 0.04 1.25  0.22
H 0.88 -1.84 1.82  0.28
H 1.19 1.21 -4.04  0.33
H 0.73 -0.54 2.90  0.27
H 1.45 0.25 0.27  0.26
H 0.61 2.67 -1.96  0.26
H -0.53 1.54 -3.74  0.31
H -1.18 0.97 -1.05  0.27
H 1.77 1.31 -1.74  0.27
H -1.88 -1.29 3.01  0.31
H 0.18 -0.03 -3.33  0.33
H -1.31 -2.78 2.38  0.29

---

Model R:
# C6H13N

The molecule C6H13N (the ωB97M-V functional and the def2-TZVPD basis, OMol25).

The SMILES is C=CCC[C@H](C)N. The HOMO energy is -9.0 eV.

Last column: Mulliken charge in e.
Cartesian coordinates (Å):
N -1.17 -1.80 0.01  -0.78
C -0.97 -0.43 0.56  0.92
C 0.45 -0.06 0.94  -0.86
C 2.00 1.57 -2.02  -0.80
C 1.10 0.83 -1.35  -0.01
C -2.09 -0.10 1.54  -1.43
C 1.53 -0.04 -0.21  -0.48
H -0.48 -2.06 -0.68  0.21
H -1.32 0.17 -0.29  0.00
H 2.47 0.29 0.20  0.37
H -1.74 0.41 2.48  0.28
H -2.74 -0.88 1.97  0.39
H 1.84 1.84 -3.06  0.26
H 0.09 0.79 -1.71  0.22
H 0.46 0.89 1.48  0.36
H -2.74 0.74 1.20  0.30
H 3.02 1.65 -1.63  0.27
H -2.05 -1.91 -0.46  0.24
H 0.89 -0.82 1.60  0.34
H 1.46 -1.07 -0.56  0.21

---

Which of them is the least stable? Correct choice: model R.

---

Model P:
# C6H13N

A cluster of 2 separate species, C6H13N in total (the ωB97M-V functional and the def2-TZVPD basis, OMol25).

The HOMO energy (alpha / beta) is -6.8 / -6.6 eV.

Last column: Mulliken charge in e.
Cartesian coordinates (Å):
N 0.40 -0.93 -0.38  0.46
C 2.47 0.53 0.02  -0.66
C 1.29 -0.04 -0.65  -0.77
C -0.78 -0.46 0.27  -0.70
C -1.26 0.90 -0.23  -0.15
C 0.69 -2.18 -0.70  -0.58
C -2.56 1.30 0.46  -1.32
H 2.06 1.28 0.73  0.18
H 2.82 -1.69 0.75  0.00
H -3.36 0.59 0.24  0.35
H 2.72 1.06 -0.94  0.23
H -0.50 -0.44 1.33  0.27
H -2.39 1.34 1.54  0.34
H -0.05 -2.84 -0.29  0.24
H 3.49 0.44 0.43  0.50
H -2.86 2.29 0.10  0.35
H -1.43 0.84 -1.31  0.27
H -1.59 -1.17 0.07  0.40
H -0.55 1.69 0.01  0.32
H 1.40 -2.53 -1.45  0.27

---

Model Q:
# C6H13N

The molecule C6H13N (the ωB97M-V functional and the def2-TZVPD basis, OMol25).

The SMILES is CC/C=C/NCC. The HOMO energy is -7.6 eV.

Last column: Mulliken charge in e.
Cartesian coordinates (Å):
N -0.87 0.50 -0.73  -0.27
C -0.36 -0.40 0.21  -0.04
C 2.65 -0.06 2.47  -1.29
C 1.29 -0.74 2.18  -0.15
C 0.85 -0.28 0.79  -0.66
C -2.23 0.89 -2.77  -1.22
C -1.41 -0.10 -1.97  -0.29
H -0.33 1.34 -0.79  0.24
H -0.82 -1.39 0.22  0.23
H -0.54 -0.56 -2.42  0.36
H 1.38 -1.82 2.19  0.29
H 2.57 1.02 2.47  0.35
H -2.70 0.43 -3.65  0.36
H 1.57 0.40 0.32  0.29
H 3.33 -0.43 1.70  0.31
H 0.61 -0.26 2.89  0.25
H -2.13 -0.89 -1.70  0.24
H -3.02 1.43 -2.24  0.33
H -1.63 1.71 -3.17  0.32
H 3.14 -0.40 3.40  0.35

---

Which of them is the least stable? Correct choice: model P.

---

Model P:
# C6H13N

The molecule C6H13N (the ωB97M-V functional and the def2-TZVPD basis, OMol25).

The SMILES is CCCN1C[C@H]1C. The HOMO energy is -9.1 eV.

Last column: Mulliken charge in e.
Cartesian coordinates (Å):
N 0.66 -0.08 -0.33  -0.31
C 1.16 -1.44 -0.30  0.37
C 2.66 -1.60 -0.34  -1.38
C -0.47 0.23 0.52  -0.67
C -2.27 1.88 1.06  -1.19
C -1.10 1.57 0.15  -0.23
C 0.34 -0.94 -1.45  -0.57
H -1.43 1.53 -0.90  0.24
H -0.34 2.36 0.20  0.29
H 3.07 -1.50 0.67  0.29
H -2.78 2.81 0.78  0.35
H -1.94 1.98 2.10  0.30
H 2.95 -2.59 -0.72  0.34
H 3.11 -0.83 -0.96  0.33
H -0.11 0.24 1.56  0.31
H -3.01 1.07 1.04  0.32
H 0.63 -2.13 0.36  0.35
H 0.78 -0.69 -2.41  0.24
H -1.23 -0.58 0.45  0.34
H -0.69 -1.29 -1.49  0.27

---

Model Q:
# C6H13N

A cluster of 3 separate species, C6H13N in total (the ωB97M-V functional and the def2-TZVPD basis, OMol25).

The HOMO energy (alpha / beta) is -6.7 / -6.6 eV.

Last column: Mulliken charge in e.
Cartesian coordinates (Å):
N -1.40 -2.33 1.05  -0.69
C 2.02 0.56 -2.01  -1.20
C 0.98 -0.43 -0.07  -0.65
C -0.06 0.05 -0.79  0.41
C -1.28 -0.34 2.43  -1.08
C -0.64 1.42 -0.65  -1.34
C -0.96 -1.17 1.22  0.49
H -1.96 -0.87 3.10  0.36
H 2.87 -0.11 -1.93  0.42
H 2.23 1.58 -1.71  0.30
H -0.12 2.00 0.10  0.29
H -1.09 -2.77 0.18  0.24
H -0.52 -0.60 -1.52  0.23
H -1.73 0.61 2.13  0.24
H 1.35 -1.43 -0.22  0.32
H 1.47 0.18 0.67  0.27
H 1.49 0.47 -2.95  0.35
H -0.36 -0.10 2.96  0.25
H -0.59 1.94 -1.60  0.39
H -1.70 1.34 -0.37  0.39

---

Model R:
# C6H13N

The molecule C6H13N (the ωB97M-V functional and the def2-TZVPD basis, OMol25).

The SMILES is C=CCCNCC. The HOMO energy is -8.9 eV.

Last column: Mulliken charge in e.
Cartesian coordinates (Å):
N 0.31 0.85 0.82  -0.46
C -0.48 -0.15 0.03  -0.44
C 1.22 1.34 3.11  -0.90
C 0.12 0.65 2.27  -0.32
C -0.85 -1.19 -2.17  -0.39
C 0.24 -0.61 -1.25  -0.51
C -0.78 -1.05 -3.50  -0.72
H -1.20 -1.87 -4.07  0.25
H -0.62 -1.03 0.67  0.26
H 2.15 1.47 2.52  0.27
H -1.72 -1.64 -1.68  0.38
H 1.23 0.53 0.49  0.26
H 0.78 0.25 -1.70  0.42
H -0.81 1.08 2.60  0.28
H 0.93 2.36 3.39  0.25
H -1.51 0.31 -0.32  0.23
H 0.18 -0.46 2.57  0.29
H 1.02 -1.38 -1.17  0.31
H -0.55 -0.16 -4.02  0.28
H 1.20 0.64 4.03  0.28

---

Model S:
# C6H13N

The molecule C6H13N (the ωB97M-V functional and the def2-TZVPD basis, OMol25).

The SMILES is CCC/C=C(/C)N. The HOMO energy is -7.5 eV.

Last column: Mulliken charge in e.
Cartesian coordinates (Å):
N -0.57 -0.82 -2.02  -0.37
C -0.80 -0.49 0.86  -0.53
C 0.54 1.39 -2.38  -1.53
C 1.14 -0.44 2.48  -1.08
C -0.08 0.32 -1.44  0.43
C -0.38 -0.24 2.36  -0.59
C -0.02 0.44 -0.04  -0.21
H -1.08 -1.06 -2.81  0.14
H 0.31 1.49 0.25  0.26
H -0.54 0.85 2.67  0.28
H 0.92 0.99 -3.29  0.44
H 1.40 -0.16 3.43  0.40
H -0.54 -1.57 -1.35  0.20
H 1.49 1.68 -2.03  0.37
H -0.99 -0.88 2.92  0.39
H 1.38 -1.59 2.33  0.22
H -1.93 -0.52 0.91  0.19
H 1.70 0.11 1.74  0.33
H -0.08 2.11 -2.41  0.46
H -0.43 -1.60 0.70  0.18

---

Which of them is the least stable? Correct choice: model Q.